Record 1
The following is a quantum chemistry calculation of a 2-piece molecular cluster, CHF3NO2S overall, from the OMol25 dataset.

Output
* LUMO level (spin up / spin down): 3.105 / 3.106 eV
* gap between HOMO and LUMO (spin up / spin down): 6.53 / 6.53 eV
* total charge: -1

CARTESIAN COORDINATES (ANGSTROEM)
F (3.12876, -0.09330, -1.10850)
H (-0.70335, 0.32268, 0.10017)
F (4.12579, -0.48508, 0.73292)
S (0.33449, -1.52708, -0.02296)
O (0.01818, -1.86165, 1.34519)
N (-0.51506, -0.37973, -0.64017)
C (3.03818, 0.16167, 0.22480)
O (0.94491, -2.52203, -0.86902)
F (3.35023, 1.46889, 0.34211)



Record 2
The following is a quantum chemistry calculation of C38H33CsN9O4 as an isolated structure, from the OMol25 dataset.

Output
* LUMO level: 0.221 eV
* gap between HOMO and LUMO: 4.47 eV
* total charge: -1

CARTESIAN COORDINATES (ANGSTROEM)
C (8.32980, 7.22095, 9.99410)
H (9.04302, 18.18340, 14.61028)
N (7.10198, 18.27502, 10.09472)
C (7.80508, 17.27750, 10.89194)
N (10.83617, 9.63247, 8.88290)
C (8.66801, 10.75433, 15.75244)
C (6.99823, 7.27147, 10.31041)
H (11.75198, 12.02595, 16.33952)
C (8.83693, 10.09098, 20.92445)
C (7.22911, 9.62989, 10.67177)
H (6.87727, 10.60286, 10.99708)
C (8.27720, 10.05534, 18.13531)
C (9.44432, 10.68325, 18.64250)
H (16.40550, 11.15763, 9.39006)
C (14.47905, 10.33963, 8.80975)
O (6.75476, 19.31319, 10.66175)
H (9.06614, 11.72723, 15.87827)
H (11.20137, 9.28248, 15.87764)
H (11.21714, 14.46291, 14.98648)
C (13.41781, 12.72246, 9.51533)
Cs (10.69867, 11.27566, 12.44526)
H (10.63640, 11.16197, 20.39219)
C (13.09204, 10.59628, 8.77729)
C (9.74885, 10.67102, 20.01927)
C (10.39209, 8.43113, 9.26649)
C (8.10362, 15.95601, 10.40341)
H (8.88062, 6.31284, 9.81225)
C (8.91593, 15.08274, 11.17741)
H (14.87526, 10.97133, 14.80151)
N (8.11889, 9.97013, 16.71182)
C (10.26635, 16.42852, 14.94538)
C (7.54145, 15.37615, 9.21777)
C (9.35139, 15.52997, 12.51156)
C (9.02634, 8.45248, 9.88019)
N (9.34282, 13.89685, 10.75786)
H (9.26445, 12.43536, 9.28882)
H (7.45952, 13.62448, 7.92993)
H (7.58737, 8.44175, 13.84723)
H (12.97707, 13.72868, 9.65418)
O (6.93336, 18.08561, 8.88107)
C (6.43096, 8.50631, 10.70297)
H (7.03522, 8.94285, 21.10877)
H (12.48546, 8.58007, 8.26219)
C (10.59075, 15.17352, 14.41107)
N (8.58097, 10.21068, 14.52559)
O (10.93970, 7.31306, 9.20126)
H (7.99045, 18.73512, 12.48062)
H (15.41562, 13.39473, 9.86797)
C (15.31109, 11.30064, 9.33412)
H (7.14700, 8.00194, 16.53494)
H (5.38783, 8.59795, 11.05735)
H (14.99721, 10.04136, 16.32251)
C (8.16224, 17.69994, 12.18500)
H (12.48842, 8.43355, 15.07544)
C (8.93595, 16.84094, 12.97533)
C (12.78506, 11.70032, 16.39575)
C (7.71790, 9.45584, 20.43796)
C (9.20900, 10.07834, 22.31032)
H (6.44276, 9.08007, 18.67743)
N (9.56562, 10.05928, 23.42278)
C (12.27909, 9.13410, 15.87414)
C (7.92005, 9.02904, 14.71114)
H (13.07112, 11.50687, 17.42718)
C (7.38293, 9.49746, 19.05773)
H (13.37688, 12.48080, 15.92344)
C (9.38944, 17.22312, 14.24918)
H (6.40074, 6.34062, 10.27219)
H (14.54425, 9.19619, 14.78089)
C (12.07817, 9.59751, 8.20661)
C (12.93579, 10.48096, 15.50666)
C (7.63184, 8.83326, 16.04342)
O (12.54074, 10.79734, 14.21030)
C (7.92439, 14.10892, 8.80774)
C (14.78102, 12.54500, 9.62174)
H (6.81558, 15.94314, 8.63719)
H (10.65419, 16.71911, 15.93020)
H (11.92104, 9.93227, 7.14522)
N (8.49121, 9.60522, 10.23756)
N (10.11920, 14.71783, 13.23636)
C (14.44027, 10.13739, 15.37124)
H (12.66159, 8.78607, 16.82543)
N (12.56443, 11.73588, 9.27083)
H (10.12899, 11.23522, 17.95128)
C (8.89665, 13.42876, 9.59389)
H (14.82694, 9.35870, 8.54656)



Record 3
The following is a quantum chemistry calculation of C2H4N2S2 in the gas phase, from the OMol25 dataset.

Output
* LUMO level: 0.302 eV
* gap between HOMO and LUMO: 8.53 eV
* SMILES: C=N/C=N\SS

CARTESIAN COORDINATES (ANGSTROEM)
N (1.44285, 0.36781, -0.65992)
N (-0.80537, 0.54506, 0.16690)
H (0.63290, 1.93841, 0.34802)
S (-3.52513, -0.10105, 0.10523)
C (2.06942, -0.70442, -0.42964)
H (-3.28136, 0.06837, 1.37200)
H (1.82000, -1.20873, 0.36337)
C (0.43502, 0.93671, -0.00552)
H (2.87567, -1.02134, -1.17991)
S (-1.66399, -0.82082, -0.08053)



Record 4
The following is a quantum chemistry calculation of C19H31F2HgN7OPS2 as an isolated structure, from the OMol25 dataset.

Output
* <S²>: 0.77
* LUMO level (spin up / spin down): 0.497 / 0.191 eV
* gap between HOMO and LUMO (spin up / spin down): 6.62 / 7.85 eV
* 2S+1: 2

CARTESIAN COORDINATES (ANGSTROEM)
H (-5.22541, 1.06830, -0.44632)
N (-3.45427, 0.96742, 2.09540)
C (-1.35250, -3.13762, 2.83542)
H (-1.77568, -3.05045, 0.71484)
O (-2.57699, -0.05382, -0.06995)
H (4.62196, -0.16085, -2.29398)
H (-5.29720, 0.59242, 3.10644)
P (-3.44769, -0.35431, 1.08756)
H (-3.75994, 2.59117, 0.72900)
C (2.72592, -0.03211, 4.16535)
H (-3.88695, 0.71349, 4.15739)
C (-5.40611, -1.89481, 0.08114)
C (-1.66259, -2.36332, 1.55896)
N (-0.98784, 0.37500, 3.66866)
H (-4.51440, -2.40494, -0.27953)
H (0.70917, 3.18074, -1.76935)
C (-5.83124, 0.48804, 0.25789)
H (-5.42237, 2.96687, 2.83787)
H (-0.87304, -2.47917, 3.56185)
H (-1.39676, 0.79763, 4.48294)
H (-3.44679, -1.57631, 3.92961)
H (-6.16924, 1.15792, 1.05075)
H (-4.66132, 2.93922, 4.43196)
H (-4.62440, -2.46281, 2.95019)
H (-3.13654, -4.35496, 2.73283)
H (-7.01820, -2.20120, -1.36267)
N (1.08255, 0.18341, 2.54348)
H (3.01460, -0.65313, -2.01024)
H (3.68766, -0.17058, 4.63387)
H (-2.07754, 2.28728, 1.13747)
H (-5.93962, -2.57805, 0.74717)
C (-4.35443, 1.12237, 3.25681)
C (-3.55921, -2.26540, 3.08533)
Hg (0.28604, 0.50007, -0.47190)
C (-3.08735, 2.29286, 1.54098)
F (1.49478, 3.32978, 0.07872)
H (-7.76164, -0.47714, 0.22956)
C (0.49120, 2.93001, -0.73195)
N (3.04568, -0.33438, 0.48118)
C (0.37856, 0.26349, 3.62805)
H (-2.42816, 3.12550, 3.41852)
H (5.24247, 0.68852, 2.79877)
N (-2.95891, -1.71593, 1.86226)
H (-2.76312, -3.83156, 4.38336)
N (3.95836, -0.57436, -1.66419)
C (-2.74338, -3.53277, 3.33588)
C (4.73039, 0.34439, 1.91362)
C (4.04495, -0.25171, -0.33321)
C (-3.27937, 3.20994, 2.73691)
H (-0.89498, -1.63862, 1.29057)
C (2.42786, 0.02871, 2.84804)
F (-0.65627, 3.52313, -0.32765)
H (-3.37920, 4.25390, 2.44278)
C (-6.98171, -0.18532, -0.47854)
C (-4.54005, 2.63833, 3.39216)
H (-1.46878, 0.57274, 2.80068)
N (-5.05964, -0.64759, 0.81902)
S (5.54709, 0.22788, 0.40068)
H (-7.42386, 0.46418, -1.23303)
C (-6.31076, -1.43012, -1.05958)
C (3.42860, 0.00357, 1.76558)
H (-5.70545, -1.15257, -1.92548)
H (-0.69747, -3.98803, 2.64936)
S (1.29075, 0.12079, 5.10447)



Record 5
The following is a quantum chemistry calculation of a 10-piece molecular cluster, C40H70N10 overall, from the OMol25 dataset.

Output
* <S²>: 0.76
* LUMO level (spin up / spin down): -3.772 / -10.663 eV
* gap between HOMO and LUMO (spin up / spin down): 9.12 / 2.23 eV
* 2S+1: 2
* total charge: +1

CARTESIAN COORDINATES (ANGSTROEM)
H (-6.62765, 1.35588, 1.87160)
H (3.74450, -1.26158, 0.97642)
H (4.10506, 2.06903, -3.20654)
C (-5.02931, -4.13759, -1.63751)
H (-2.12477, -6.75285, 2.86024)
H (-2.79069, -1.10586, 1.37213)
H (5.60213, -0.27073, -2.01099)
N (0.30454, -2.08795, 2.50112)
H (4.63863, -1.49778, -6.17379)
C (0.53585, -0.43866, -0.57385)
C (0.22026, 4.11444, 6.04816)
C (-1.72582, -1.50400, 4.10598)
H (1.03133, 8.82418, 0.49667)
N (-2.04372, -2.18005, -1.82526)
H (-3.42190, 3.27938, 1.77249)
C (-6.55205, 1.94315, 0.95645)
C (-4.14271, 2.47230, 1.64156)
N (1.23493, 0.13098, -3.05920)
H (-4.35886, -3.38484, -3.54515)
H (-1.30400, 5.31957, 5.05161)
C (3.27993, -3.83761, -4.00261)
C (-0.95288, 8.43034, -0.20016)
C (5.43156, -4.04049, 2.03405)
H (-1.40772, 2.45684, 0.31981)
C (-5.30270, -3.71197, -3.10898)
C (-2.90802, -0.70918, 3.50899)
H (0.33522, -4.60098, 0.89485)
H (-0.44771, 3.25639, 6.12349)
C (4.44201, -2.94850, 2.12289)
C (5.57571, 1.58265, -4.57929)
H (-1.59921, 0.20301, -0.59204)
H (-1.38095, -0.95486, 4.98211)
C (0.96599, -0.10210, -1.97095)
H (4.66776, -2.32056, 2.98476)
H (2.96182, -1.77714, -4.47912)
H (-5.91947, 3.75026, 1.90039)
H (0.27226, 6.01171, 4.92208)
H (3.87516, -2.07824, -1.27743)
H (3.48102, -2.80081, -6.63491)
C (-1.74389, -5.02130, 1.49469)
H (-2.69420, -4.95449, 0.96501)
H (-3.69208, -0.72537, 4.26601)
C (-3.48219, -1.21297, 2.20787)
C (-3.02886, -2.57728, -1.34342)
H (-0.50911, -6.65047, 2.31222)
N (6.19898, -4.31164, -6.37321)
H (2.50596, -4.29268, -4.62067)
H (-3.75805, 1.82701, 0.85179)
N (6.18757, -4.87647, 1.89686)
H (-4.44519, -5.05684, -1.59410)
N (2.44010, 3.95228, 3.05558)
C (0.57828, 8.54980, -0.45599)
H (5.12848, -3.20791, -0.80130)
C (3.79410, -2.47669, -4.55681)
H (0.43612, -1.51876, -0.46647)
C (4.30643, -2.51798, -5.98160)
H (-2.10909, -2.45083, 4.48640)
H (-5.53929, -4.56574, -3.74395)
H (1.12697, 7.69422, -0.84970)
C (1.33773, 4.19255, 3.22854)
H (5.00210, 1.74673, -5.49150)
H (-0.80445, -3.48467, 0.35881)
H (0.78477, 9.32825, -1.19049)
C (-0.49318, 1.89837, 0.12021)
H (-6.05356, -2.93194, -3.23495)
H (-0.41133, 5.27145, 2.73533)
H (1.24659, 3.77307, 5.91319)
N (-0.78125, -5.85540, -1.75675)
C (-0.68832, -4.55599, 0.52278)
C (-0.25988, 5.06162, 4.87449)
H (4.11064, 0.34433, -3.74218)
H (-0.95733, 7.31175, 1.62731)
H (-7.49278, 2.36451, 0.60205)
N (7.51208, -0.03465, -5.32339)
H (0.25508, 4.62746, 7.00926)
C (4.18920, -2.75550, -0.48320)
H (-4.08812, 1.83609, 2.52494)
C (4.45859, -2.07976, 0.88279)
C (-0.07695, 4.51227, 3.44239)
H (-2.56972, 0.31003, 3.32224)
H (-2.48788, 7.09971, 0.81609)
H (-4.45514, -0.76801, 1.99935)
C (-6.31952, 0.94642, -0.12682)
H (0.18516, 2.26260, 0.89176)
C (-1.02390, 5.93237, 0.06410)
H (-0.85585, -0.12587, 0.96011)
C (-0.69668, 0.36152, -0.00177)
H (4.88345, 1.15364, -1.27566)
C (-1.41797, 7.21698, 0.64398)
H (4.10996, -4.54394, -3.98665)
H (-0.04150, 2.28878, -0.79175)
H (6.15255, 2.48334, -4.36925)
C (6.62975, 0.65752, -4.98692)
C (5.48430, 0.80771, -2.11674)
H (6.49436, 1.20883, -2.03321)
H (-0.66141, 3.62876, 3.18566)
H (-4.88331, -2.15883, -0.54974)
H (-3.73194, -2.27077, 2.29029)
H (-5.92888, -4.41183, -1.08646)
H (-1.78624, -4.34264, 2.34659)
H (4.48300, -2.00694, -3.85478)
C (-4.29090, -3.05189, -0.74874)
H (-3.97629, -3.40869, 0.23198)
H (3.44067, -3.33519, 2.31236)
C (5.34467, -3.49543, -6.22818)
H (3.47727, -3.57633, -0.39667)
C (-5.49477, 2.99976, 1.23369)
H (5.42765, -1.58323, 0.83292)
C (4.71421, 1.18740, -3.40599)
H (-5.35778, 3.53104, 0.29185)
N (-6.10036, 0.20481, -0.96137)
H (2.87604, -3.82150, -2.99033)
N (-0.70202, 4.87075, -0.31991)
H (1.37631, -0.15656, 0.06030)
H (-1.77330, -7.19408, 1.20012)
H (-1.52535, 8.49252, -1.12564)
C (-0.72085, -5.26511, -0.77936)
C (-1.53470, -6.47755, 1.98609)
C (-0.60703, -1.85060, 3.21174)
H (-1.29193, 9.32865, 0.31577)



Looking at F_max for the records above, in order, we have 0.0535 0.0613 0.1221 0.0214 0.0689 hartree/bohr.
Looking at energy for the records above, in order, we have -25624.6024 -62088.1790 -26787.0625 -73254.9742 -57502.3982 eV.